(1)
A structure of composition C26H35Cl60GaNO. Source: OMol25; level of theory: ωB97M-V/def2-TZVPD.

The charge is -1.

```
124
Properties=species:S:1:pos:R:3:forces:R:3
C -6.63123 3.64419 -3.81859 -0.3 0.1 -0.8
C -5.48486 2.68725 -3.82208 -0.5 0.5 -0.7
O -5.15048 2.17773 -2.78591 0.2 -1.5 0.9
N -4.84007 2.38556 -4.97570 0.1 1.4 -0.2
C -4.80214 3.41387 -6.03780 0.3 -0.5 -0.6
C -3.44321 3.44691 -6.75103 -0.5 0.0 -0.2
C -2.97756 4.87254 -6.95033 0.3 -0.4 -0.6
C -1.61539 4.97958 -7.62461 0.4 0.2 0.8
Ga -0.11294 4.80036 -6.24133 0.4 0.1 -0.1
H -6.29781 4.66925 -3.92737 0.2 0.2 -0.1
H -7.29739 3.42210 -4.64581 -0.2 0.1 -0.2
H -7.17284 3.56478 -2.89675 -0.1 -0.2 0.5
H -3.90788 2.07863 -4.73707 0.1 -0.4 -0.1
H -4.99468 4.41745 -5.67584 -0.1 0.1 0.4
H -5.56734 3.19398 -6.77500 -0.3 -0.1 -0.1
H -3.55932 3.00392 -7.73563 0.1 0.0 0.2
H -2.71437 2.83601 -6.22718 0.3 0.1 0.3
H -2.96054 5.36263 -5.98116 0.0 0.3 0.2
H -3.72214 5.35897 -7.58410 -0.4 0.2 0.1
H -1.54737 5.97825 -8.04250 0.2 0.3 -0.2
H -1.46303 4.27965 -8.44286 -0.2 -0.2 -0.1
H 0.57688 6.23763 -5.92492 -0.1 0.0 -0.1
H -0.67949 4.23723 -4.83730 -0.2 -0.1 0.0
H 1.03836 3.83984 -6.83716 0.0 -0.2 0.2
C -4.27994 3.06542 -0.51576 0.2 0.1 0.6
Cl -5.46971 3.39916 0.74529 -0.1 0.1 -0.1
Cl -3.80501 4.54161 -1.34641 0.0 0.0 0.1
Cl -2.86634 2.26210 0.20147 0.1 -0.3 -0.3
H -4.72532 2.39702 -1.24393 0.2 0.2 0.4
C -8.88946 5.85814 1.70392 0.1 0.0 0.0
Cl -9.04995 7.34789 2.63827 0.0 0.0 0.0
Cl -7.76830 6.07330 0.36527 -0.1 0.0 0.0
Cl -8.37173 4.52679 2.74592 0.0 0.0 0.0
H -9.86053 5.61010 1.29782 0.0 0.0 0.0
C -6.10293 1.74189 4.99460 0.2 0.1 -0.1
Cl -6.31771 3.21441 5.94143 0.0 0.0 0.0
Cl -4.98637 1.99873 3.66207 -0.1 0.0 0.2
Cl -5.54097 0.41437 6.02361 -0.1 0.0 0.1
H -7.06267 1.46266 4.58061 0.0 0.0 0.0
C -1.47238 0.16725 -2.81440 0.1 0.2 0.0
Cl -2.67484 0.05138 -4.10262 0.1 -0.2 0.0
Cl -0.42975 -1.27291 -2.83020 -0.2 0.2 -0.3
Cl -0.53898 1.64548 -2.96407 -0.1 -0.1 -0.1
H -1.99254 0.18311 -1.86492 0.0 0.0 0.0
C -3.26972 1.42157 -10.14728 0.1 0.1 0.1
Cl -3.45263 3.17019 -10.28229 -0.1 0.0 -0.3
Cl -1.56716 0.98135 -10.01134 -0.4 -0.1 -0.1
Cl -4.18719 0.80601 -8.76880 -0.1 -0.3 -0.1
H -3.66676 0.96807 -11.04509 0.0 0.0 0.0
C -3.93159 -3.04037 6.61380 0.2 -0.1 -0.1
Cl -5.10743 -4.30472 6.99309 -0.1 0.0 0.0
Cl -2.68146 -2.96005 7.85565 0.0 0.0 0.0
Cl -3.21707 -3.31191 5.02783 -0.1 0.0 0.0
H -4.45026 -2.09201 6.59317 0.0 0.0 0.0
C 3.54034 -2.71415 -3.48449 0.0 0.0 0.0
Cl 4.56506 -2.34490 -2.09921 0.0 0.2 -0.3
Cl 4.39202 -3.74709 -4.63857 0.0 0.0 0.0
Cl 2.03262 -3.47845 -2.97287 0.2 0.0 0.0
H 3.29970 -1.78066 -3.97705 0.0 0.0 0.0
C -4.92669 -5.69716 2.22961 0.0 0.1 0.1
Cl -6.16936 -5.54289 3.47340 0.0 0.0 0.0
Cl -4.56027 -4.12605 1.51597 0.0 0.0 0.0
Cl -3.46784 -6.43750 2.89429 0.0 0.0 0.0
H -5.30681 -6.34249 1.44959 0.0 0.0 0.0
C -1.86723 4.94444 3.95020 -0.1 0.0 -0.2
Cl -2.19127 4.20808 2.38470 0.1 0.2 0.4
Cl -0.55239 6.12377 3.83298 0.1 0.0 0.0
Cl -3.32468 5.70091 4.60176 0.0 0.0 0.0
H -1.55822 4.16523 4.63393 0.0 0.0 0.0
C 2.85119 0.57860 0.20309 -0.1 0.0 -0.1
Cl 4.53113 0.77686 -0.30813 0.0 0.1 0.0
Cl 2.18841 2.09797 0.80757 0.0 -0.1 0.0
Cl 1.87039 -0.06361 -1.10865 0.1 0.1 0.2
H 2.83934 -0.14001 1.01269 0.0 0.0 0.0
C 0.13589 -4.69303 0.51525 0.0 0.1 -0.1
Cl -0.29147 -3.42463 -0.63236 -0.1 -0.2 0.3
Cl 1.05477 -5.97770 -0.27572 0.0 0.0 0.0
Cl 1.05045 -4.02518 1.87321 0.0 0.0 0.0
H -0.77757 -5.12224 0.90514 0.0 0.0 0.0
C 4.91624 -4.37267 1.39930 0.0 0.0 -0.2
Cl 4.51386 -2.65114 1.47430 -0.1 -0.5 -0.1
Cl 5.06701 -4.91221 -0.27013 0.0 -0.3 0.3
Cl 6.40303 -4.69525 2.29363 -0.1 0.1 0.0
H 4.11240 -4.92885 1.86504 0.0 0.0 0.0
C 2.74213 2.27140 -8.66173 -0.2 0.1 0.1
Cl 4.00873 1.40542 -9.55700 0.0 0.0 0.0
Cl 2.90613 4.00396 -8.84051 0.3 0.1 -0.3
Cl 1.13245 1.75489 -9.17145 0.4 0.1 0.1
H 2.84474 2.03338 -7.61112 0.0 0.0 0.0
C 8.57839 -0.49704 -0.15636 -0.1 -0.1 0.1
Cl 8.27820 1.17147 0.33087 0.1 0.2 -0.1
Cl 10.05300 -1.12201 0.58547 0.0 0.0 0.0
Cl 7.19268 -1.49318 0.28021 0.2 0.0 -0.1
H 8.70342 -0.51767 -1.23068 0.0 0.0 0.0
C 7.05555 -8.99844 1.79857 0.0 0.1 -0.2
Cl 6.83599 -9.85868 0.27382 0.0 0.0 0.0
Cl 8.36192 -7.80888 1.64625 -0.1 -0.2 -0.2
Cl 5.53641 -8.25632 2.30070 0.0 0.0 0.0
H 7.34611 -9.71767 2.55255 0.0 0.0 0.0
C 7.13631 -6.18166 6.00557 0.0 -0.1 0.0
Cl 5.84878 -7.23454 6.59841 0.0 0.0 0.0
Cl 8.41184 -6.00758 7.21445 -0.3 0.0 0.2
Cl 7.78474 -6.79744 4.48478 0.1 0.1 0.4
H 6.71327 -5.20291 5.81902 0.0 0.0 0.0
C 5.75821 0.85736 3.00379 0.1 0.1 0.1
Cl 5.35373 2.50035 3.49913 0.0 0.0 0.0
Cl 7.20975 0.28706 3.83238 -0.1 0.0 0.0
Cl 4.39975 -0.23639 3.29337 0.0 0.4 0.3
H 5.95880 0.86422 1.93967 0.0 0.0 0.0
C 0.76580 8.67314 6.62370 0.0 0.1 0.0
Cl -0.45669 9.00096 7.85396 0.0 0.0 0.0
Cl 1.25009 10.16131 5.80954 0.0 0.0 0.0
Cl 2.16441 7.86221 7.33140 0.0 0.0 0.0
H 0.33157 8.01181 5.88702 0.0 0.0 0.0
C 12.37770 -4.89466 5.79846 0.0 0.0 -0.1
Cl 13.77408 -5.70149 5.07732 0.0 0.0 0.0
Cl 12.44465 -3.15487 5.50920 0.0 0.0 0.0
Cl 10.87162 -5.57428 5.18543 0.3 0.1 -0.2
H 12.41134 -5.05876 6.86712 0.0 0.0 0.0
C -4.71096 -7.72765 8.66214 0.1 -0.1 0.0
Cl -3.72842 -7.44623 10.09985 0.0 0.0 0.0
Cl -3.77100 -8.53479 7.40726 0.0 0.0 0.0
Cl -6.15606 -8.66040 9.06215 0.0 0.0 0.0
H -5.02564 -6.76777 8.27819 0.0 0.0 0.0
```
Forces are in eV/Å.

(2)
An isolated molecule of C26H35N3O2. Source: OMol25; level of theory: ωB97M-V/def2-TZVPD.

As for the SMILES: C=CCOc1ccccc1CN1CCC[C@H](CCC(=O)N(C)CCc2ccccn2)C1. The charge is 0.

```
66
Properties=species:S:1:pos:R:3:forces:R:3
C -0.07857 -0.12984 2.94320 0.0 0.1 0.0
C 0.00769 -1.35382 2.45981 -0.3 -0.2 -0.2
C -1.07118 -2.05481 1.68776 0.1 -0.2 0.0
O -2.08684 -1.14729 1.33021 0.0 0.1 0.0
C -3.11017 -1.57789 0.53360 -0.3 0.0 -0.2
C -3.25137 -2.88671 0.08612 0.3 -0.1 0.2
C -4.31157 -3.23522 -0.73432 -0.1 0.0 -0.1
C -5.24141 -2.28820 -1.11737 -0.1 -0.1 -0.1
C -5.10890 -0.98663 -0.66492 0.1 -0.1 0.1
C -4.05970 -0.61459 0.15811 0.2 0.0 0.2
C -3.94477 0.81087 0.62486 0.0 0.1 0.0
N -3.66023 1.71337 -0.48682 -0.2 -0.1 -0.1
C -2.47347 1.37160 -1.24767 0.2 -0.1 0.1
C -1.15821 1.62877 -0.49413 0.0 0.1 -0.4
C -1.10869 3.10431 -0.09285 -0.1 -0.2 0.3
C -2.35611 3.48347 0.70297 -0.1 0.0 -0.2
C -3.61652 3.10675 -0.08611 0.0 0.2 0.2
H -4.51211 3.32815 0.50027 0.0 0.0 -0.1
H -3.65485 3.70463 -1.00291 0.0 0.1 0.0
H -2.35351 2.96268 1.66288 0.0 0.0 0.1
H -2.36280 4.55565 0.90749 0.0 0.0 0.1
H -0.21372 3.30875 0.49839 0.1 0.1 -0.1
H -1.06032 3.71698 -0.99739 0.1 0.0 -0.1
C 0.04865 1.21838 -1.34223 -0.1 -0.1 0.3
C 1.29103 0.96412 -0.48120 0.1 0.1 -0.2
C 2.46789 0.50699 -1.31921 -0.3 0.3 0.2
O 3.30989 1.29852 -1.70741 0.2 0.3 0.0
N 2.52169 -0.80856 -1.65603 0.1 -0.3 -0.3
C 1.64358 -1.81732 -1.10938 -0.1 0.0 0.2
H 1.92324 -2.06300 -0.08062 -0.1 -0.1 0.0
H 0.60939 -1.48344 -1.13641 -0.1 0.0 0.0
H 1.72765 -2.71373 -1.72404 -0.1 0.0 0.0
C 3.74399 -1.29635 -2.25764 0.3 0.1 -0.2
H 3.49963 -2.02746 -3.03394 0.0 0.1 0.0
H 4.23577 -0.43439 -2.71335 -0.1 -0.2 0.0
C 4.68024 -1.93039 -1.20941 -0.1 0.2 -0.1
C 4.85976 -0.96649 -0.07300 0.3 -0.1 -0.1
N 3.97143 -1.05220 0.91032 -0.2 -0.4 0.0
C 4.02988 -0.17361 1.89620 0.0 0.3 0.3
C 4.97322 0.83657 1.96282 0.0 0.0 0.0
C 5.90705 0.92333 0.94144 0.0 -0.1 0.0
C 5.85217 0.00749 -0.09291 -0.1 0.0 0.2
H 6.55401 0.05095 -0.91122 0.1 0.0 -0.1
H 6.65984 1.69812 0.94878 0.0 0.0 0.0
H 4.97545 1.53631 2.78403 0.0 0.0 0.1
H 3.27552 -0.29049 2.66455 0.0 0.1 0.1
H 4.23781 -2.85193 -0.83002 0.1 0.0 0.0
H 5.63659 -2.15746 -1.68046 0.0 -0.1 0.0
H 1.07154 0.23954 0.30308 -0.1 0.0 0.0
H 1.59507 1.89967 -0.00955 0.1 -0.1 0.0
H 0.27419 1.99762 -2.07302 0.0 0.0 -0.1
H -0.20331 0.31454 -1.90262 0.0 0.0 -0.1
H -1.16345 1.01148 0.40890 0.0 0.0 0.0
H -2.54575 0.32008 -1.53606 0.1 0.0 -0.1
H -2.49082 1.97458 -2.16195 0.1 0.0 -0.1
H -4.90853 1.12549 1.04051 0.1 0.0 0.1
H -3.19654 0.86161 1.42667 -0.1 0.0 0.0
H -5.82294 -0.23141 -0.95575 -0.1 0.1 0.0
H -6.06517 -2.56071 -1.75917 -0.1 0.0 -0.1
H -4.40279 -4.25729 -1.07143 0.0 -0.1 0.0
H -2.54180 -3.64814 0.37040 0.1 0.0 0.0
H -1.48224 -2.86780 2.30906 0.0 0.1 -0.2
H -0.62858 -2.51059 0.78869 -0.1 0.0 0.1
H 0.89725 -1.95284 2.60191 0.2 0.0 0.1
H 0.73024 0.32339 3.48939 0.2 0.0 0.1
H -0.96442 0.46588 2.81008 -0.2 0.1 -0.1
```
Forces are in eV/Å.

(3)
An isolated molecule of C26H35N3O4. Source: OMol25; level of theory: ωB97M-V/def2-TZVPD.

As for the SMILES: CCOc1ccc2c(c1)[C@H](N(CCN1CCOCC1)C(=O)Nc1ccccc1)CC(C)(C)O2. The charge is 0.

```
68
Properties=species:S:1:pos:R:3:forces:R:3
C 5.23312 1.14149 1.62514 -0.1 -0.2 -0.4
C 5.45170 0.63524 0.20248 0.3 0.2 0.3
O 4.23728 0.44049 -0.49454 -0.2 -0.1 -0.2
C 3.39955 -0.56108 -0.10786 -0.4 0.0 -0.1
C 2.09030 -0.46094 -0.56720 0.4 -0.1 0.1
C 1.12774 -1.40013 -0.23167 0.1 -0.4 -0.2
C 1.49416 -2.50816 0.53718 0.2 0.3 -0.1
C 2.80878 -2.62132 0.97765 -0.2 0.0 0.0
C 3.74998 -1.65666 0.67756 0.1 0.1 -0.1
H 4.75197 -1.77638 1.05653 0.1 0.0 0.0
H 3.07228 -3.47618 1.58016 0.0 -0.1 0.1
O 0.62458 -3.47969 0.93595 0.1 -0.1 0.2
C -0.64341 -3.52829 0.28292 -0.7 -0.1 -0.2
C -1.52890 -4.40015 1.17362 0.4 0.3 -0.1
H -1.65651 -3.93463 2.14736 0.0 0.1 0.1
H -2.50298 -4.53928 0.71430 -0.1 0.0 -0.1
H -1.05941 -5.36941 1.31655 0.0 -0.1 0.0
C -0.47981 -4.18054 -1.09495 0.1 0.1 0.3
H -1.41874 -4.15287 -1.64094 -0.1 0.0 -0.1
H -0.17434 -5.21678 -0.97229 0.0 -0.1 0.0
H 0.28609 -3.67034 -1.67402 0.1 0.0 -0.1
C -1.23267 -2.11525 0.17560 0.4 -0.2 -0.1
H -2.21989 -2.16748 -0.28268 0.0 0.0 0.0
H -1.35794 -1.71101 1.18280 0.0 0.0 0.0
C -0.31607 -1.19156 -0.64350 -0.1 -0.2 0.2
N -0.72002 0.20321 -0.56180 0.0 0.0 -0.3
C -0.48387 1.05673 0.49232 0.0 -0.3 0.1
O -0.81812 2.22404 0.44357 0.0 0.5 0.1
N 0.12584 0.48868 1.58739 -0.2 -0.4 0.0
C 0.86368 1.15174 2.57074 0.1 0.3 0.2
C 0.75413 2.51497 2.82433 -0.1 0.1 -0.2
C 1.53124 3.09419 3.81085 0.1 -0.1 0.1
C 2.41219 2.33310 4.55983 0.1 0.1 0.1
C 2.51531 0.97385 4.31489 0.0 0.0 0.0
C 1.74994 0.38543 3.32749 -0.1 0.0 -0.1
H 1.84038 -0.67489 3.13038 0.0 -0.1 0.0
H 3.19797 0.36834 4.89364 0.0 -0.1 0.0
H 3.01408 2.79317 5.32908 0.0 0.0 0.1
H 1.44406 4.15474 3.99598 0.0 0.1 0.0
H 0.07281 3.10838 2.23870 0.0 0.0 0.0
H 0.36893 -0.48838 1.51839 0.0 0.2 0.0
C -1.40475 0.76176 -1.70954 -0.3 0.2 0.0
H -1.36277 1.84594 -1.60002 0.0 -0.2 -0.1
H -0.88051 0.48320 -2.62804 0.0 0.0 0.0
C -2.86894 0.31234 -1.80069 0.2 0.1 -0.1
N -3.55346 1.02454 -2.86363 0.0 -0.1 0.0
C -4.69183 0.29814 -3.39934 -0.1 0.2 -0.3
C -5.24910 1.07084 -4.59597 0.0 -0.4 0.1
O -5.64772 2.36953 -4.23170 -0.2 0.1 0.0
C -4.56443 3.07730 -3.67307 0.2 0.1 0.3
C -3.99198 2.35069 -2.45741 -0.1 0.2 -0.3
H -3.14490 2.91114 -2.06309 0.0 0.1 0.0
H -4.76822 2.28864 -1.67379 0.1 0.0 0.0
H -4.95205 4.05744 -3.39136 0.1 0.0 0.0
H -3.77094 3.19732 -4.42575 0.0 0.0 0.1
H -6.13675 0.57699 -4.99554 0.1 0.0 0.0
H -4.47451 1.12307 -5.37616 -0.1 0.0 0.0
H -4.36380 -0.68984 -3.73075 0.0 0.0 0.0
H -5.49040 0.17480 -2.64565 0.0 0.0 0.0
H -2.90348 -0.75527 -2.03525 0.0 0.0 0.1
H -3.35229 0.46461 -0.82100 0.0 -0.1 0.0
H -0.41315 -1.45979 -1.70298 0.0 0.0 0.1
H 1.82101 0.39635 -1.16389 0.0 0.2 0.0
H 6.05499 -0.28162 0.20161 0.0 0.1 -0.1
H 5.97789 1.39056 -0.38725 0.0 -0.2 0.1
H 6.19154 1.34839 2.09291 0.1 0.0 0.1
H 4.69782 0.40723 2.22229 0.0 0.0 0.1
H 4.64241 2.05402 1.60652 0.0 0.1 0.0
```
Forces are in eV/Å.

(4)
A cluster of 2 separate species, C26H35N3P in total. Source: OMol25; level of theory: ωB97M-V/def2-TZVPD.

The charge is +1.

```
65
Properties=species:S:1:pos:R:3:forces:R:3
C -5.22124 -1.20475 -0.82696 0.1 0.0 -0.2
N -4.21243 -1.18141 0.21479 -0.4 0.1 0.3
C -2.87859 -1.44373 0.02306 0.4 0.1 1.7
C -2.20509 -1.37291 1.25025 -1.3 -0.1 -0.9
C -0.73261 -1.53725 1.35510 0.9 -0.5 0.4
C -0.00040 -1.37136 2.68724 -0.2 0.0 -0.4
C -0.07384 -0.16187 3.37967 0.3 0.0 0.3
C 0.62438 0.00959 4.57991 -0.2 -0.2 -0.2
C 1.39245 -1.03717 5.10412 0.0 0.0 -0.4
C 1.53839 -2.21272 4.35842 -0.1 0.0 0.1
C 0.85090 -2.37603 3.15084 0.0 0.2 0.2
C -3.19739 -1.06750 2.25650 -0.7 -0.1 -1.0
C -3.20356 -0.90976 3.63986 -0.4 0.3 0.8
C -4.39708 -0.54801 4.28426 0.6 -0.3 -0.1
C -5.60000 -0.39124 3.57616 0.1 0.0 -0.8
C -5.63407 -0.57357 2.18316 -0.1 0.2 1.0
C -4.44588 -0.93778 1.56472 0.8 0.0 -0.6
H -6.20145 -0.95240 -0.41030 0.3 -0.1 -0.1
H -4.97836 -0.47619 -1.61158 -0.1 -0.1 0.2
H -5.28021 -2.19517 -1.29955 0.0 0.2 0.2
H -2.49685 -1.72714 -0.95362 -0.1 0.1 0.2
H -0.44251 -2.50566 0.92705 0.0 0.1 0.1
H -0.67843 0.64881 2.96511 0.1 -0.2 0.2
H 0.55586 0.96087 5.10507 0.0 -0.2 0.0
H 1.90691 -0.91859 6.06096 -0.2 0.0 -0.4
H 2.18621 -3.01275 4.72339 -0.2 0.2 -0.1
H 0.98679 -3.27587 2.54327 -0.1 0.2 0.4
H -2.28641 -1.07754 4.20486 -0.4 0.2 0.0
H -4.39036 -0.37702 5.36330 0.0 -0.2 -0.3
H -6.51036 -0.13037 4.11601 0.2 0.0 -0.2
H -6.54060 -0.39938 1.60679 0.1 -0.2 0.2
C 4.77598 0.62103 0.12574 0.1 0.1 0.3
C 4.49290 0.27973 -1.32832 0.6 -0.4 0.1
C 5.57515 0.82209 -2.26229 0.2 0.2 0.0
C 4.40459 -1.24195 -1.42903 0.0 -0.4 0.3
N 3.19038 0.86654 -1.71244 -0.4 1.1 -1.2
P 2.46664 0.53222 -3.21976 -1.0 0.1 2.2
H -0.31626 -0.77300 0.72435 0.5 0.4 -0.6
N 1.12533 1.45068 -2.70031 1.4 0.7 -0.3
C -0.08277 1.62372 -3.55032 -0.5 0.0 -0.4
C -1.14712 2.36693 -2.75744 -0.2 0.2 0.1
C -0.65029 0.24956 -3.89794 -0.4 -0.3 0.1
C 0.30865 2.38785 -4.81619 0.0 0.3 -0.1
C 1.38820 2.22965 -1.59204 -0.1 -0.6 -0.1
C 2.58212 1.89265 -1.02244 -0.2 -0.7 -0.2
H 3.96921 0.22633 0.75793 0.2 0.2 0.0
H 5.71121 0.14130 0.44081 -0.2 0.1 -0.1
H 4.88270 1.69991 0.28103 0.1 -0.2 0.1
H 5.37712 0.57581 -3.31555 0.0 0.0 0.3
H 5.63982 1.91456 -2.17748 0.0 -0.2 0.0
H 6.55078 0.39983 -1.98393 -0.3 0.1 -0.1
H 4.17417 -1.61120 -2.43426 0.1 0.1 0.1
H 5.37043 -1.66675 -1.11922 -0.3 0.1 -0.2
H 3.65154 -1.62998 -0.72888 0.1 0.1 -0.2
H -0.82943 3.38028 -2.49040 -0.2 -0.1 -0.1
H -2.06136 2.45302 -3.35852 0.3 0.0 0.1
H -1.39864 1.79769 -1.85260 0.0 0.2 -0.1
H 0.04794 -0.39819 -4.43917 0.0 0.2 0.0
H -0.98093 -0.26904 -2.98617 0.2 0.1 -0.2
H -1.54366 0.38921 -4.52345 0.3 -0.1 0.1
H 1.07572 1.86045 -5.40093 -0.2 0.0 0.1
H -0.57417 2.52846 -5.45489 0.3 -0.1 0.2
H 0.69827 3.38080 -4.55656 -0.1 -0.2 -0.1
H 0.68250 2.97326 -1.22789 0.3 -0.4 -0.1
H 3.00911 2.30244 -0.11330 -0.2 -0.2 -0.3
```
Forces are in eV/Å.

no.,gap between HOMO and LUMO (eV),E_LUMO (eV)
1,6.01,1.12
2,8.79,0.72
3,8.69,0.57
4,4.98,-4.32